No. 1
Here is C30H46N3O4Zr as an isolated structure from the Open Molecules 2025 dataset. Energies are from ωB97M-V/def2-TZVPD.

Atoms and positions in Å:
H -1.11282 0.54780 4.76477
H -1.10823 -2.80039 4.32171
H -1.45452 -1.51475 5.49094
H -3.27915 0.23800 4.96343
N 3.33062 3.83717 -1.08880
C -3.24127 -2.32949 2.63024
H -3.19924 -2.68415 -4.36548
H -3.90223 -2.43319 -2.75904
C -3.67564 -0.45095 4.21554
H -4.42157 -1.06929 4.71415
C -0.85571 -1.39669 -3.70769
C -1.55062 -0.48187 2.92971
C 0.66506 2.52190 4.11420
C -0.87114 0.50638 3.71192
H 3.64737 3.88231 -2.06135
H 5.19103 4.24108 -0.16641
H 0.07746 2.39509 -5.95205
H 2.63430 3.14760 4.73672
H 2.58814 1.48714 4.15321
C 0.39895 0.16021 -2.50274
Zr 1.74640 1.98388 -0.61653
H -1.74222 -1.30800 0.98887
H -1.44887 -0.21583 -6.18381
N 4.43912 3.56541 -0.25105
H 5.91292 0.00897 0.48687
O 5.64518 2.06120 0.83816
H -3.88590 -4.04074 -3.49051
C -0.35919 -0.23666 -6.25319
H 2.53582 2.85035 3.00798
O 1.23607 1.20100 -2.32572
C 2.19858 2.49346 3.98225
H 0.34507 4.12084 2.64840
H 2.08356 0.82028 -6.22506
H -0.75032 2.41469 5.78021
C 0.11286 3.89191 3.68954
H -1.22138 -1.77320 -4.65268
H -0.98147 -3.97875 -4.60401
C -1.23106 -0.59374 1.60811
C 1.83208 0.37797 -5.26143
H -3.99671 -2.91163 3.15560
C -1.96558 -3.44703 -2.70712
C 4.59805 2.29578 0.16561
C -0.17247 1.90298 -5.01236
H -0.18809 -4.63496 -3.16207
C 0.28951 1.33997 1.86817
H -0.96906 3.93361 3.82015
C -0.78792 -1.67299 -1.32764
H -4.17964 0.13140 3.44203
H 6.93736 0.77477 1.73930
C -1.18812 -2.15513 -2.53902
O 1.06982 2.21013 1.20255
N 0.24145 0.29723 -0.19921
H -1.70747 -5.32434 -3.74179
H 0.29735 2.47134 -4.20878
C -0.05597 -0.46115 -1.27296
C -2.58810 -1.35637 3.60982
C -0.06335 -0.25716 -3.74523
C 0.03657 1.43825 3.23160
H 0.83569 3.03267 6.19525
H 2.17986 -0.65653 -5.27007
H 2.98316 4.76959 -0.85599
O 3.69115 1.44178 -0.11597
H 0.55440 4.67245 4.30996
H -3.74846 -1.80642 1.81505
H -0.02646 -1.26922 -6.37871
C 0.31731 2.29230 5.58769
C -0.25554 0.27352 1.05430
H 2.37869 0.92320 -4.49222
C -2.22293 -4.13311 -1.36739
C -1.89257 -2.15772 4.72548
H -0.97484 -2.23339 -0.42798
H -0.08348 0.30038 -7.15967
H -2.62852 -2.79104 5.22065
C -3.31514 -3.11990 -3.37170
C 5.94065 0.70039 1.32334
C 0.30952 0.44378 -5.05633
H -2.83162 -3.51237 -0.70383
H -1.25572 1.95371 -4.89024
H 0.63254 1.30613 5.93594
H 5.21661 0.43945 2.08939
H -2.51893 -3.03720 2.21421
C -1.15396 -4.39494 -3.60999
H -2.77417 -5.05639 -1.53867
H -1.29287 -4.40275 -0.86055

Calculated values
ΔE to the lowest compared entry with this formula, charge and spin: 0.0 kcal per mole
Net charge: +3
Orbital gap: 5.11 eV
Spin multiplicity: 1

---

No. 2
Here is C30H47BrN2O5SiTi as an isolated structure in a non-equilibrium geometry from the Open Molecules 2025 dataset. Energies are from ωB97M-V/def2-TZVPD.

Atoms and positions in Å:
C 1.17102 0.98146 -2.80619
C 1.22722 -0.55554 -2.91579
H 1.34792 2.12176 5.21871
C 1.32292 -3.37794 -1.19959
H -0.22668 2.20766 5.98651
H -2.41648 -1.41154 -0.21669
H -0.31578 5.94936 1.98431
O 2.23902 -2.72404 -5.46429
H -0.97558 -5.73544 -0.27099
C -1.82068 2.07556 3.88731
H 2.52492 0.77846 0.33611
H 2.85632 3.34246 3.78151
C -0.40708 -4.81374 -0.25319
C -0.51978 -3.97464 0.83141
Si 0.53312 2.20476 2.20901
C -1.50328 3.76366 0.86331
C 0.82082 4.29886 0.25241
H -3.25928 -5.21104 -3.70779
C -0.33008 1.72326 3.88971
O -0.00158 -0.96204 -2.31019
N -4.12398 -3.91264 -1.37859
H 1.82782 4.53476 0.58601
H -1.90088 -0.34684 -2.86199
C -0.46518 -0.60964 -4.56469
H -1.84538 4.74546 0.53331
H -4.92348 -4.50184 -1.54629
C -1.33748 -1.81374 -5.03089
H 0.71322 -5.28624 -2.04569
H -2.40258 -6.05744 -2.40249
H -1.54528 3.09656 0.00451
H 2.20122 -3.30914 -1.83669
H 1.59502 1.30746 -1.85779
C 0.31962 2.44246 5.07311
C 0.26492 -2.81824 0.90481
C -0.07738 3.87906 1.42041
H 1.85242 -1.69484 0.02561
H 0.18872 -2.18444 1.77401
C -2.85128 -2.26994 -0.69849
Ti -0.43608 -2.87304 -2.59059
C 1.18242 -2.53984 -0.09059
H 1.71772 1.46256 -3.61329
C -0.05738 5.00256 2.45821
H 0.87092 3.51776 -0.50339
H 2.68422 0.83716 4.05341
H -0.73278 1.60006 -1.93149
H 2.33892 -0.19474 2.65261
H -0.62688 1.94056 -3.66229
O 0.79682 -3.35064 -3.90869
H -1.55978 -4.82704 -3.39229
H -0.58408 0.18866 -5.30039
C -2.51418 -5.09984 -2.91929
O -1.71128 -1.86834 -6.18559
H 3.04392 4.03356 2.16851
C -0.85888 -0.17434 -3.14249
H 3.93382 0.50836 2.87171
H -2.20808 3.39796 1.60381
H -1.19288 -4.21104 1.64491
C -0.34268 1.24196 -2.87999
H 4.26612 2.94856 2.80691
H -0.69858 -0.34414 3.31931
H -0.80888 -0.03104 5.04451
H 0.92882 5.11176 2.90231
H 0.41672 5.19386 -0.22039
H 0.75872 -0.13494 4.27971
C 1.38112 -2.48344 -4.63439
C 1.02892 -0.97434 -4.37909
H -2.26498 1.73316 4.82201
H 4.05962 1.51406 0.77741
C 3.19352 3.13886 2.76761
C 2.86692 0.69456 2.99181
H -2.33998 1.58206 3.06831
H 2.79422 2.50576 0.08211
H 0.30912 3.52146 4.94341
C 2.46602 1.92796 2.17461
H 2.08222 -1.00564 -2.40319
O -1.65648 -2.61584 -4.09379
H -0.77808 4.82416 3.25161
C -0.25628 0.21266 4.13951
N -2.12528 -3.02414 -1.57829
H -4.93908 -2.51654 0.02251
H 1.67302 -0.41494 -5.06039
C 2.98172 1.67386 0.75281
C -2.90958 -4.01514 -1.98259
C 0.46302 -4.50974 -1.32359
C -4.09578 -2.81004 -0.56799
Br -0.30468 0.67726 0.75611
H -1.99298 3.14556 3.81431

Calculated values
Net charge: 0
Orbital gap (alpha / beta): 6.05 / 5.91 eV
Spin multiplicity: 1

---

No. 3
Here is C30H47BrN4OP2Pt as an isolated structure in a non-equilibrium geometry from the Open Molecules 2025 dataset. Energies are from ωB97M-V/def2-TZVPD.

Atoms and positions in Å:
C 6.74775 1.25957 3.50216
C 4.47028 0.42928 3.48736
P -1.55963 -1.01795 -4.13262
H -3.10613 3.64523 1.59796
C -3.11851 -0.07586 -3.86355
H -1.41101 0.99930 -6.22275
C 4.86472 -0.45202 4.51531
C -2.09101 -2.71552 0.52909
C -0.37229 2.01440 2.95389
H 5.18882 2.00320 2.15262
H -2.92949 0.21455 1.74662
C -2.14274 -5.17444 0.59807
N 7.09896 0.38911 4.45205
C -1.14745 -2.14483 -2.81820
H 2.98431 0.73751 -0.67180
H 1.93016 -0.65409 -2.52305
H 4.16650 -1.18505 4.91877
H 1.58130 -2.17322 2.11176
C 1.41482 -1.70234 1.12376
H -2.29549 -4.88160 3.11641
C 0.51757 -1.56596 -1.09703
H -0.22781 -0.27706 -6.55364
H -3.16187 0.10303 -2.77998
H 2.13669 4.52630 -1.64186
P -0.45460 2.42418 0.19877
H -0.03908 4.04763 2.00281
H -4.41390 -1.83017 -3.82752
H -4.45096 -0.94334 -5.36626
C 0.78783 -2.37835 0.05931
H 0.64107 -3.45242 0.09789
N -2.14161 -3.90086 1.29309
H -2.85189 -5.84425 1.09608
C -0.30136 -3.39047 -3.05850
C -0.40365 0.63808 -5.97444
H -1.05476 2.55648 3.62823
H -2.10331 -2.37325 -2.32290
C -2.30481 -2.64800 3.25390
H -1.82476 4.90784 1.59953
H -3.52128 -0.34858 3.35933
C -4.38701 -0.82683 -4.27435
C -1.86172 3.64780 -0.19188
C 2.23387 -0.03872 -0.48954
C 3.09496 0.23175 2.99195
H -5.27374 -0.28595 -3.92053
H -1.01832 1.23650 2.48794
H -0.76263 -4.09826 -3.75915
H 0.71368 -0.11806 -4.20254
H 6.49652 -1.20312 5.67607
C 1.63938 -0.78332 -1.48696
Br -2.68999 0.34408 -0.51398
H 7.52619 1.91667 3.09921
C 5.44610 1.31507 2.95934
H 2.47598 -0.42052 3.65219
H -1.37477 4.39427 -0.85313
H -2.58589 3.06988 -0.79551
H -3.27044 5.07738 0.48821
H 0.87032 5.09257 -0.49186
C -0.29211 0.28150 -4.46536
C 2.52895 0.62331 1.82196
H 1.45005 2.11943 -1.30813
C -2.23584 -1.54627 2.36298
H 0.10813 3.13365 -1.96182
Pt -0.12490 0.20493 0.46736
C 6.18831 -0.45830 4.93629
C -2.55659 4.37298 0.96184
O -2.53481 -2.73251 -0.64244
N -2.83868 -0.35833 2.61003
H -2.60611 -2.51766 4.29602
C 0.21518 2.96762 1.87827
C 0.78155 2.98178 -1.09170
H -0.51220 1.13657 -3.79289
H -2.44304 -5.00172 -0.43792
H -0.56410 -1.58582 -1.93172
H -0.15657 -3.86713 -2.07951
H 1.30717 2.84329 1.76247
H -3.02112 0.90992 -4.35815
H 0.69242 -3.15056 -3.43421
H 0.34968 1.39167 -6.24941
N -1.54679 -1.67049 1.21427
H 2.23622 4.11644 0.10816
H -1.15240 -5.67564 0.63643
C -2.22736 -3.88159 2.65354
C 1.91895 -0.35233 0.88185
H 0.41842 1.47337 3.50856
H 2.69392 1.66073 1.48517
C 1.54979 4.26387 -0.74809

Calculated values
ΔE to the lowest compared entry with this formula, charge and spin: 98.3 kcal per mole
Net charge: +2
Orbital gap (alpha / beta): 5.49 / 5.21 eV
Spin multiplicity: 3